w | C5H10S | ωB97M-V/def2-TZVPD

Results
Gap between HOMO and LUMO in eV: 9.864
SMILES: C=CC[C@@H](C)S
E_HOMO in Eh: -0.3264

```
16
C5H10S | the Open Molecules 2025 dataset | ωB97M-V/def2-TZVPD
C -2.762 -0.359 -0.161
C -1.455 -0.669 -0.059
C -0.360 0.290 0.177
C 0.991 -0.025 -0.518
C 2.159 0.890 -0.001
S 1.392 -1.690 -0.088
H -3.567 -1.091 -0.082
H -3.170 0.677 -0.228
H -1.169 -1.709 -0.077
H -0.111 0.331 1.229
H -0.688 1.327 -0.063
H 0.747 0.161 -1.564
H 3.021 0.823 -0.608
H 2.399 0.679 1.026
H 1.742 1.869 -0.097
H 0.831 -1.503 1.114
```



x | C5H10S | ωB97M-V/def2-TZVPD

Results
Gap between HOMO and LUMO in eV: 9.537
SMILES: C=C[C@@H](C)SC
E_HOMO in Eh: -0.3132

```
16
C5H10S | the Open Molecules 2025 dataset | ωB97M-V/def2-TZVPD
C 2.502 -0.958 0.218
C 1.623 -0.266 -0.457
C 0.199 -0.012 0.109
C -0.180 1.409 -0.239
S -0.820 -1.310 -0.488
C -2.440 -0.493 0.241
H 3.593 -1.130 -0.074
H 2.386 -1.374 1.227
H 1.833 0.146 -1.419
H 0.151 -0.126 1.127
H 0.769 1.926 -0.382
H -0.829 1.934 0.493
H -0.677 1.381 -1.214
H -2.628 0.299 -0.520
H -2.253 -0.126 1.195
H -3.231 -1.300 0.180
```



y | C5H10S | ωB97M-V/def2-TZVPD

Results
Gap between HOMO and LUMO in eV: 8.707
SMILES: CC(C)(C)C=S
E_HOMO in Eh: -0.3134

```
16
C5H10S | the Open Molecules 2025 dataset | ωB97M-V/def2-TZVPD
C 0.724 -1.407 0.109
C 0.100 -0.010 -0.030
C -1.022 0.043 -1.141
C -0.538 0.422 1.318
C 1.034 1.197 -0.380
S 2.602 1.163 -0.290
H 1.409 -1.710 -0.702
H 1.336 -1.445 1.019
H -0.113 -2.166 0.219
H -0.618 -0.118 -2.187
H -1.541 1.045 -1.074
H -1.770 -0.804 -0.975
H -1.380 -0.249 1.487
H -0.914 1.465 1.219
H 0.143 0.455 2.188
H 0.546 2.118 -0.779
```



z | C5H10S | ωB97M-V/def2-TZVPD

Results
Gap between HOMO and LUMO in eV: 8.371
E_HOMO in Eh: -0.3038

```
16
C5H10S | the Open Molecules 2025 dataset | ωB97M-V/def2-TZVPD
C 0.804 0.345 -0.167
C 0.010 -0.067 -1.224
C 1.125 1.731 0.177
C -0.429 -1.417 -1.624
C -1.210 -0.627 1.414
S -0.818 0.100 2.879
H 1.453 -0.409 0.303
H 1.194 1.731 1.250
H 0.388 2.420 -0.243
H 2.216 1.915 -0.082
H -0.155 -1.788 -2.685
H -1.463 -1.399 -1.847
H -0.193 -2.138 -0.845
H -2.144 -0.112 0.963
H -0.651 0.640 -1.574
H -0.127 -0.926 3.303
```



Quick ranking, most stable first: y, w, x, z.



w | C7H12N2 | ωB97M-V/def2-TZVPD

Results
Total charge: +2
Gap between HOMO and LUMO (alpha / beta) in eV: 7.585 / 7.583
E_HOMO (alpha / beta) in Eh: -0.6888 / -0.6887

```
21
C7H12N2 | the Open Molecules 2025 dataset | ωB97M-V/def2-TZVPD
C -0.137 2.336 0.845
C 0.699 1.837 -0.158
C -1.107 1.457 1.401
C -1.189 0.141 1.061
C 0.535 0.505 -0.475
C 0.566 -1.386 1.170
C -0.877 -1.240 -0.875
N 1.825 -0.582 -2.278
N -0.202 -0.443 0.119
H -0.231 3.423 1.190
H 1.492 2.367 -0.792
H -1.950 1.833 2.031
H -2.095 -0.514 1.373
H -0.252 -2.220 1.298
H 1.414 -1.826 0.727
H 0.935 -0.949 2.117
H -0.169 -1.947 -1.240
H -1.830 -1.771 -0.472
H -1.270 -0.722 -1.670
H 1.131 -0.164 -3.048
H 2.713 -0.135 -2.324
```



x | C7H12N2 | ωB97M-V/def2-TZVPD

Results
Total charge: +2
Gap between HOMO and LUMO in eV: 9.893
E_HOMO in Eh: -0.6926

```
21
C7H12N2 | the Open Molecules 2025 dataset | ωB97M-V/def2-TZVPD
C 0.767 -1.991 0.156
C 1.750 -1.124 0.164
C -1.347 -0.808 -0.147
C -2.956 1.120 -0.168
C -2.321 -0.033 -0.708
C 1.488 0.818 1.548
C 1.946 1.117 -0.830
N -0.629 -1.864 0.232
N 1.635 0.311 0.393
H 0.927 -3.075 -0.059
H 2.789 -1.537 -0.080
H -2.864 1.940 -0.849
H -4.091 0.960 -0.198
H -2.404 -0.351 -1.796
H -2.567 1.283 0.838
H 1.391 0.086 2.451
H 1.683 1.952 1.722
H 1.036 0.801 -1.477
H 1.945 2.185 -0.657
H 2.923 0.938 -1.122
H -1.100 -2.727 0.584
```



Quick ranking, most stable first: x, w.



w | C4H7N2 | ωB97M-V/def2-TZVPD

Results
Total charge: +1
Gap between HOMO and LUMO (alpha / beta) in eV: 8.377 / 8.465
Multiplicity: 3
E_HOMO (alpha / beta) in Eh: -0.4622 / -0.5758

```
13
C4H7N2 | the Open Molecules 2025 dataset | ωB97M-V/def2-TZVPD
C -1.160 1.154 -0.010
C 1.244 0.115 0.702
C -0.953 -1.151 -0.021
C 0.266 0.845 -0.171
N -1.769 0.040 0.177
N 0.413 -0.594 -0.263
H -1.624 2.060 -0.104
H 2.398 0.033 0.369
H 1.145 0.103 1.811
H -1.025 -1.824 0.977
H -1.204 -1.580 -1.024
H 1.223 1.903 -1.555
H 1.046 -1.103 -0.889
```



x | C4H7N2 | ωB97M-V/def2-TZVPD

Results
Total charge: +1
Gap between HOMO and LUMO (alpha / beta) in eV: 7.740 / 8.098
Multiplicity: 3
E_HOMO (alpha / beta) in Eh: -0.4149 / -0.5754

```
13
C4H7N2 | the Open Molecules 2025 dataset | ωB97M-V/def2-TZVPD
C 1.073 -1.101 0.042
C -0.329 -0.896 -0.453
C 0.793 1.115 -0.014
C -1.212 -0.303 0.540
N 1.680 0.058 0.120
N -0.548 0.542 -0.438
H 1.595 -1.967 0.253
H -0.725 -1.351 -1.293
H 0.914 1.538 1.055
H 0.972 1.876 -0.708
H -0.780 -0.166 1.528
H -2.311 -0.353 0.568
H -1.122 1.010 -1.200
```



Quick ranking, most stable first: x, w.



w | C3H8O4 | ωB97M-V/def2-TZVPD

Results
Gap between HOMO and LUMO in eV: 10.263
SMILES: O=C(O)CCO.O
E_HOMO in Eh: -0.3688

```
15
C3H8O4 | the Open Molecules 2025 dataset | ωB97M-V/def2-TZVPD
O 0.471 -0.015 2.764
C 0.248 0.436 1.644
O 1.270 0.456 0.734
C -1.066 0.618 0.870
C -1.467 -0.707 0.128
O -1.003 -0.557 -1.238
H 2.197 0.152 1.079
H -1.035 1.415 0.056
H -2.012 0.974 1.317
H -2.586 -0.644 -0.019
H -1.140 -1.652 0.487
H -0.054 -0.748 -1.288
O 1.793 -0.207 -2.225
H 2.528 -0.143 -1.543
H 1.857 0.621 -2.766
```



x | C3H8O4 | ωB97M-V/def2-TZVPD

Results
Gap between HOMO and LUMO in eV: 10.680
SMILES: C[C@@H](O)C(O)(O)O
E_HOMO in Eh: -0.3709

```
15
C3H8O4 | the Open Molecules 2025 dataset | ωB97M-V/def2-TZVPD
C -0.644 -0.794 1.203
C 0.422 0.078 0.585
O 1.651 -0.602 0.648
C 0.076 0.511 -0.927
O 1.218 0.987 -1.533
O -0.336 -0.536 -1.737
O -0.914 1.431 -0.881
H -1.091 -1.433 0.417
H -0.059 -1.301 1.847
H -1.216 -0.129 1.684
H 0.507 1.174 1.019
H 2.150 -0.256 -0.135
H 1.039 0.895 -2.490
H 0.011 -1.394 -1.425
H -1.696 0.974 -1.242
```



Quick ranking, most stable first: x, w.



w | C2H9NSi | ωB97M-V/def2-TZVPD

Results
Gap between HOMO and LUMO in eV: 10.223
SMILES: CCN[SiH3]
E_HOMO in Eh: -0.3388

```
13
C2H9NSi | the Open Molecules 2025 dataset | ωB97M-V/def2-TZVPD
C -0.316 0.239 1.701
C 0.546 0.733 0.545
N -0.050 0.511 -0.736
Si 0.033 -0.971 -1.724
H -1.277 0.783 1.816
H -0.507 -0.880 1.691
H 0.258 0.398 2.589
H 0.681 1.845 0.677
H 1.600 0.258 0.705
H -1.001 0.887 -0.572
H -0.516 -2.442 -1.465
H 1.350 -0.737 -2.393
H -0.802 -0.624 -2.834
```



x | C2H9NSi | ωB97M-V/def2-TZVPD

Results
Gap between HOMO and LUMO in eV: 8.624
E_HOMO in Eh: -0.3097

```
13
C2H9NSi | the Open Molecules 2025 dataset | ωB97M-V/def2-TZVPD
C 1.851 -1.323 -0.305
C -2.993 0.512 -0.092
N 1.925 -0.050 0.362
Si 1.128 1.444 -0.099
H 1.286 -1.451 -1.307
H 2.824 -1.603 -0.444
H 1.473 -2.060 0.305
H -2.964 0.275 -1.160
H -3.463 -0.355 0.465
H -3.651 1.443 0.069
H 2.723 0.138 0.932
H -1.919 0.791 0.216
H 1.780 2.239 1.059
```



Quick ranking, most stable first: w, x.



w | C19H25N3O3 | ωB97M-V/def2-TZVPD

Results
Gap between HOMO and LUMO in eV: 8.473
SMILES: CCOC(=O)N1CCC(NC(=O)Cc2cn(C)c3ccccc23)CC1
E_HOMO in Eh: -0.2818

```
50
C19H25N3O3 | the Open Molecules 2025 dataset | ωB97M-V/def2-TZVPD
C 1.076 -1.007 -5.557
C 0.244 -0.566 -4.368
O 1.019 0.350 -3.597
C 0.361 0.960 -2.592
O -0.802 0.741 -2.326
N 1.132 1.865 -1.944
C 2.575 1.831 -2.025
C 3.121 0.842 -0.985
C 2.204 0.786 0.256
N 1.200 -0.251 0.142
C 1.359 -1.484 0.666
O 2.391 -1.860 1.182
C 0.088 -2.325 0.601
C -0.796 -1.842 1.707
C -0.773 -2.271 3.004
N -1.651 -1.552 3.767
C -1.898 -1.735 5.167
C -2.258 -0.627 2.966
C -3.212 0.336 3.274
C -3.652 1.151 2.253
C -3.166 1.007 0.951
C -2.226 0.052 0.635
C -1.746 -0.776 1.651
C 1.519 2.137 0.473
C 0.632 2.491 -0.734
H 1.338 -0.149 -6.170
H 1.991 -1.484 -5.217
H 0.508 -1.713 -6.157
H -0.681 -0.073 -4.686
H -0.027 -1.422 -3.737
H 2.875 1.549 -3.033
H 2.935 2.844 -1.824
H 4.127 1.138 -0.689
H 3.178 -0.160 -1.411
H 2.813 0.516 1.127
H 0.306 -0.005 -0.252
H 0.353 -3.371 0.754
H -0.402 -2.204 -0.365
H -0.180 -3.051 3.440
H -2.942 -2.009 5.343
H -1.257 -2.530 5.545
H -1.682 -0.817 5.720
H -3.597 0.441 4.277
H -4.390 1.912 2.460
H -3.542 1.657 0.175
H -1.888 -0.050 -0.386
H 2.292 2.894 0.613
H 0.909 2.104 1.376
H -0.396 2.155 -0.586
H 0.615 3.576 -0.882
```



x | C19H25N3O3 | ωB97M-V/def2-TZVPD

Results
Gap between HOMO and LUMO in eV: 8.972
SMILES: COc1cccc(CNC(=O)CCc2nnc(C3CCCCC3)o2)c1
E_HOMO in Eh: -0.3006

```
50
C19H25N3O3 | the Open Molecules 2025 dataset | ωB97M-V/def2-TZVPD
C -2.226 -2.298 1.893
O -3.408 -2.544 1.159
C -3.859 -1.586 0.311
C -5.066 -1.868 -0.334
C -5.614 -0.953 -1.207
C -4.980 0.255 -1.446
C -3.778 0.541 -0.817
C -3.082 1.850 -1.089
N -2.421 2.374 0.087
C -1.103 2.646 0.117
O -0.393 2.607 -0.866
C -0.570 3.026 1.498
C 0.887 2.575 1.594
C 0.968 1.138 1.236
N 0.057 0.236 1.399
N 0.546 -0.914 0.880
C 1.729 -0.657 0.426
C 2.616 -1.635 -0.250
C 3.969 -1.778 0.460
C 4.861 -0.556 0.264
C 5.060 -0.273 -1.222
C 3.713 -0.046 -1.900
C 2.817 -1.268 -1.729
O 2.060 0.636 0.629
C -3.215 -0.379 0.060
H -2.068 -3.191 2.495
H -1.362 -2.135 1.245
H -2.342 -1.433 2.553
H -5.549 -2.810 -0.131
H -6.547 -1.178 -1.702
H -5.416 0.972 -2.126
H -2.299 1.718 -1.844
H -3.803 2.584 -1.468
H -2.950 2.357 0.944
H -1.161 2.538 2.273
H -0.637 4.108 1.623
H 1.502 3.131 0.884
H 1.278 2.735 2.601
H 2.080 -2.588 -0.193
H 3.804 -1.959 1.525
H 4.472 -2.656 0.048
H 4.407 0.316 0.738
H 5.825 -0.733 0.745
H 5.695 0.606 -1.350
H 5.565 -1.122 -1.690
H 3.858 0.148 -2.965
H 3.230 0.832 -1.468
H 3.276 -2.124 -2.228
H 1.845 -1.090 -2.193
H -2.270 -0.152 0.530
```



Quick ranking, most stable first: w, x.



w | C4H8N4O | ωB97M-V/def2-TZVPD

Results
Gap between HOMO and LUMO in eV: 8.744
SMILES: CNn1cnc(N)c1O
E_HOMO in Eh: -0.2933

```
17
C4H8N4O | the Open Molecules 2025 dataset | ωB97M-V/def2-TZVPD
C 0.102 2.581 -0.410
N -0.939 1.552 -0.415
N -0.634 0.340 0.140
C -1.243 -0.231 1.223
N -0.761 -1.395 1.500
C 0.148 -1.680 0.493
N 0.966 -2.809 0.350
C 0.219 -0.608 -0.370
O 0.942 -0.315 -1.451
H 0.445 2.664 0.634
H -0.371 3.562 -0.732
H 0.989 2.289 -1.052
H -1.303 1.489 -1.379
H -2.063 0.292 1.735
H 0.453 -3.678 0.233
H 1.573 -2.979 1.159
H 1.477 -1.075 -1.657
```



x | C4H8N4O | ωB97M-V/def2-TZVPD

Results
Gap between HOMO and LUMO in eV: 9.717
SMILES: [H]/N=C(/N)C(N)=O.C#CN
E_HOMO in Eh: -0.3273

```
17
C4H8N4O | the Open Molecules 2025 dataset | ωB97M-V/def2-TZVPD
H 2.623 0.354 0.519
N 2.165 1.210 0.225
C 0.890 1.156 0.233
N 0.148 2.238 -0.101
C -0.046 -0.016 0.798
N 0.667 -1.083 1.305
O -1.136 0.319 1.271
H 0.620 3.111 -0.261
H -0.822 2.216 0.172
H 0.264 -1.566 2.095
H 1.543 -1.321 0.867
C 0.030 -0.590 -1.834
C -0.832 -1.061 -1.098
N -1.924 -1.700 -0.649
H 0.719 -0.120 -2.478
H -2.232 -1.338 0.249
H -2.676 -1.809 -1.314
```



Quick ranking, most stable first: w, x.



w | C22H28F3N2O3 | ωB97M-V/def2-TZVPD

Results
Total charge: +1
Gap between HOMO and LUMO in eV: 9.184
SMILES: COc1cc(CN2CC[NH+](Cc3ccccc3C(F)(F)F)CC2)cc(OC)c1OC
E_HOMO in Eh: -0.4156

```
58
C22H28F3N2O3 | the Open Molecules 2025 dataset | ωB97M-V/def2-TZVPD
C 3.345 2.078 -1.644
O 2.830 0.964 -0.934
C 1.808 0.220 -1.430
C 1.726 -1.061 -0.871
C 0.718 -1.946 -1.226
C 0.642 -3.312 -0.582
N 0.161 -3.328 0.788
C 1.074 -3.251 1.886
C 1.400 -1.795 2.334
N 0.404 -0.863 1.759
C 0.574 0.506 2.320
C -0.522 1.456 1.905
C -0.599 1.851 0.574
C -1.577 2.727 0.139
C -2.498 3.237 1.038
C -2.433 2.869 2.371
C -1.456 1.981 2.805
C -1.410 1.618 4.268
F -2.396 2.149 4.977
F -0.254 1.990 4.848
F -1.484 0.275 4.451
C -0.950 -1.427 1.939
C -1.105 -2.694 1.065
C -0.240 -1.535 -2.140
C -0.196 -0.263 -2.702
O -1.131 0.204 -3.564
C -2.117 -0.674 -4.062
C 0.833 0.639 -2.349
O 0.880 1.931 -2.795
C 0.625 2.208 -4.164
H 4.271 2.332 -1.130
H 2.660 2.925 -1.613
H 3.566 1.819 -2.681
H 2.551 -1.373 -0.248
H -0.030 -3.946 -1.169
H 1.627 -3.780 -0.588
H 0.618 -3.783 2.727
H 1.996 -3.772 1.629
H 2.392 -1.485 2.006
H 1.359 -1.723 3.422
H 0.608 -0.829 0.727
H 0.635 0.418 3.405
H 1.532 0.890 1.957
H 0.127 1.481 -0.131
H -1.606 3.016 -0.900
H -3.259 3.927 0.711
H -3.139 3.272 3.080
H -1.693 -0.681 1.656
H -1.081 -1.662 2.996
H -1.758 -3.398 1.595
H -1.584 -2.441 0.119
H -1.022 -2.220 -2.424
H -2.682 -0.092 -4.789
H -2.792 -1.011 -3.270
H -1.670 -1.538 -4.561
H -0.444 2.279 -4.365
H 1.068 1.450 -4.812
H 1.098 3.171 -4.354
```



x | C22H28F3N2O3 | ωB97M-V/def2-TZVPD

Results
Total charge: +1
Gap between HOMO and LUMO in eV: 8.200
E_HOMO in Eh: -0.4046

```
58
C22H28F3N2O3 | the Open Molecules 2025 dataset | ωB97M-V/def2-TZVPD
C -4.350 -0.920 -2.744
H -5.156 -1.194 -2.291
H -3.564 -1.684 -2.876
H -4.597 -0.665 -3.876
O -3.753 0.049 -2.431
C -3.413 0.207 -0.946
C -2.836 1.383 -0.524
C -2.260 1.789 0.446
C -2.432 0.833 1.469
C -2.972 -0.446 1.289
C -3.537 -0.495 0.016
O -4.202 -1.761 -0.444
C -3.734 -3.260 0.174
H -4.234 -3.101 1.287
H -2.687 -3.187 0.293
H -4.177 -3.885 -0.269
O -3.191 -1.508 2.304
C -2.856 -1.156 3.657
H -1.628 -0.885 3.587
H -3.342 -0.172 4.111
H -3.175 -1.987 4.048
H -2.149 1.116 2.717
C -1.546 3.181 0.907
H -2.027 3.912 0.408
N -0.070 3.168 0.308
H 0.419 3.945 0.731
C 0.210 2.504 -0.877
C 1.737 2.831 -1.169
N 2.207 1.612 -0.191
C 2.156 1.950 1.163
C 0.642 2.131 1.366
H 0.164 1.015 1.095
H 0.505 2.333 2.481
H 2.575 1.093 1.681
H 2.554 2.897 1.344
C 3.674 1.444 -0.622
C 3.976 -0.123 -0.288
C 5.126 -0.302 0.860
C 5.459 -1.519 1.111
C 4.523 -2.518 0.995
C 3.539 -2.556 0.358
C 2.974 -1.161 -0.077
C 1.709 -1.178 -1.028
F 1.777 -0.469 -2.102
F 0.698 -0.602 -0.341
F 1.529 -2.384 -1.511
H 2.888 -3.432 0.079
H 5.031 -3.765 1.325
H 6.430 -1.591 1.532
H 5.657 0.585 0.799
H 3.722 1.260 -1.798
H 4.412 2.001 -0.350
H 2.052 2.473 -2.283
H 2.203 3.587 -0.854
H -0.100 1.635 -0.969
H -0.251 3.529 -1.291
H -1.670 3.278 1.834
H -2.778 2.246 -1.428
```



Quick ranking, most stable first: w, x.



w | HNO2S | ωB97M-V/def2-TZVPD

Results
Gap between HOMO and LUMO (alpha / beta) in eV: 10.082 / 8.891
E_HOMO (alpha / beta) in Eh: -0.3972 / -0.3689

```
5
HNO2S | the Open Molecules 2025 dataset | ωB97M-V/def2-TZVPD
N 0.263 0.853 0.392
O -0.147 -1.530 1.200
O -1.040 0.954 0.217
S -0.328 -0.730 0.059
H 1.253 0.453 -1.868
```



x | HNO2S | ωB97M-V/def2-TZVPD

Results
Gap between HOMO and LUMO in eV: 9.934
E_HOMO in Eh: -0.4028

```
5
HNO2S | the Open Molecules 2025 dataset | ωB97M-V/def2-TZVPD
N 0.541 0.269 1.413
O 0.988 -0.063 3.827
O 0.196 -0.728 0.314
S 0.650 -0.734 2.584
H -0.674 -0.488 0.120
```



Quick ranking, most stable first: x, w.



w | C4H8Br2O | ωB97M-V/def2-TZVPD

Results
Gap between HOMO and LUMO in eV: 10.223
E_HOMO in Eh: -0.3555

```
15
C4H8Br2O | the Open Molecules 2025 dataset | ωB97M-V/def2-TZVPD
C -1.520 1.121 -0.185
C 2.847 -0.355 -1.128
C -0.801 -0.212 0.033
C 1.516 0.302 -1.223
O 0.608 -0.029 0.133
Br 1.715 2.242 -0.970
Br 0.558 -0.073 -2.767
H -0.840 1.651 -0.874
H -2.404 0.728 -0.644
H -1.845 1.763 0.550
H 3.531 -0.187 -1.919
H 3.501 -0.056 -0.223
H 2.634 -1.494 -0.982
H -1.044 -0.986 -0.725
H -0.920 -0.681 1.088
```



x | C4H8Br2O | ωB97M-V/def2-TZVPD

Results
Gap between HOMO and LUMO in eV: 8.912
E_HOMO in Eh: -0.3333

```
15
C4H8Br2O | the Open Molecules 2025 dataset | ωB97M-V/def2-TZVPD
C 1.121 1.064 0.227
C 0.800 -0.831 -1.375
C -0.850 -0.666 0.616
C 0.015 0.101 -0.387
O -1.896 0.797 1.319
Br -1.407 1.045 -1.443
Br -2.751 0.229 2.709
H 0.903 1.001 1.294
H 2.149 0.640 0.038
H 0.961 2.121 -0.132
H 0.794 -1.842 -0.912
H 1.859 -0.390 -1.590
H 0.123 -0.909 -2.283
H -0.237 -0.950 1.530
H -1.585 -1.408 0.388
```



Quick ranking, most stable first: w, x.